(1)
A molecular structure, C20H30BeCl2N3O3S at a distorted geometry, computed with the ωB97M-V functional and the def2-TZVPD basis.

```
60
C20H30BeCl2N3O3S, DFT the ωB97M-V functional and the def2-TZVPD basis
O -1.85 -0.92 -0.79
C -2.43 -0.23 -1.66
C -3.86 -0.39 -1.74
C -4.50 -1.28 -0.84
H -3.89 -1.83 -0.11
C -5.88 -1.43 -0.89
H -6.35 -2.11 -0.17
C -6.62 -0.75 -1.86
H -7.71 -0.90 -1.91
C -5.99 0.13 -2.76
H -6.57 0.66 -3.51
C -4.61 0.31 -2.70
H -4.08 0.98 -3.36
H -1.88 0.49 -2.28
C -0.01 -1.90 -2.91
C 0.66 -1.12 -1.86
H 0.69 -2.41 -3.58
H -0.63 -1.23 -3.51
H -0.66 -2.66 -2.45
C 1.92 -0.68 -1.93
C 2.97 -0.98 -2.98
H 2.30 -0.03 -1.14
H 2.52 -1.30 -3.92
H 3.67 -1.77 -2.65
H 3.57 -0.08 -3.18
Be -0.36 -1.00 -0.36
Cl -0.50 -2.71 0.63
Cl -0.04 0.92 0.05
H -2.58 0.15 3.37
H -1.71 -2.15 4.48
C -1.79 -0.16 2.66
C -0.79 -2.05 3.88
N -0.65 -0.71 3.36
H -1.47 0.68 2.05
C 0.36 0.10 3.79
O 0.50 1.29 3.50
H 0.08 -2.29 4.50
H 1.05 -0.43 4.48
H -2.19 -0.94 1.99
H -0.84 -2.76 3.04
H 4.85 4.91 0.46
H 2.31 5.50 1.15
C 4.39 4.30 -0.33
C 2.06 4.86 0.28
N 3.08 3.84 0.07
H 5.02 3.43 -0.53
C 2.84 2.54 0.31
O 3.65 1.62 0.13
H 1.10 4.37 0.46
H 1.81 2.34 0.64
H 4.30 4.92 -1.22
H 2.00 5.51 -0.60
S 3.79 -0.96 2.54
C 3.68 -2.56 1.87
C 2.55 -2.66 1.08
N 1.86 -1.48 0.95
C 2.37 -0.52 1.66
H 4.33 -3.39 2.11
H 2.17 -3.54 0.58
H 1.98 0.48 1.68
```

## Properties
HOMO energy (spin up / spin down)	-0.1283 / -0.1283	hartree
ΔE to the lowest compared entry with this formula, charge and spin	8.8	kcal/mol
total charge	-1
E	-68124.440	eV

***

(2)
A molecular structure, C20H30Br3Cl5F2I2LiMgNO10S at a distorted geometry, computed with the ωB97M-V functional and the def2-TZVPD basis.

```
76
C20H30Br3Cl5F2I2LiMgNO10S, DFT the ωB97M-V functional and the def2-TZVPD basis
C -1.99 1.59 -4.48
C -1.10 2.82 -4.60
I -0.83 3.23 -6.70
C 0.20 2.60 -3.81
I 1.86 3.74 -4.56
C 0.59 1.14 -3.78
O 0.69 0.47 -4.76
O 0.83 0.59 -2.50
C 2.16 0.88 -2.03
C 2.26 2.04 -1.02
C 1.00 2.24 -0.23
F 0.60 1.09 0.45
H -2.44 1.49 -3.49
H -1.49 0.69 -4.79
H -2.81 1.71 -5.16
H -1.61 3.65 -4.14
H 0.02 2.94 -2.79
H 2.59 -0.02 -1.51
H 2.85 1.11 -2.84
H 2.53 2.94 -1.55
H 3.06 1.82 -0.28
H 1.18 3.00 0.52
H 0.19 2.61 -0.85
Li 1.53 -1.32 -2.03
F -2.18 -0.75 -6.00
Mg 4.72 1.17 -0.83
C 2.99 -4.86 3.65
O 2.09 -3.84 4.09
C 2.43 -2.61 3.75
O 3.40 -2.28 3.12
O 1.50 -1.77 4.22
C 1.75 -0.41 3.93
H 2.58 -5.81 4.00
H 3.04 -4.88 2.56
H 3.97 -4.72 4.08
H 1.77 -0.24 2.85
H 2.69 -0.08 4.37
H 0.93 0.16 4.36
Cl -3.30 -1.84 -5.41
C 6.44 -1.43 4.98
Cl 7.99 -1.12 5.78
Cl 5.14 -1.34 6.18
Cl 6.17 -0.20 3.73
Cl 6.45 -3.03 4.25
C -4.78 -3.77 -1.10
C -4.80 -5.04 -0.49
C -3.93 -6.10 -1.20
O -3.79 -7.23 -0.73
C -3.29 -5.74 -2.43
C -3.29 -4.48 -3.03
C -4.06 -3.39 -2.27
O -4.04 -2.22 -2.69
O -2.73 -4.15 -4.11
O -5.42 -5.34 0.53
H -5.36 -2.96 -0.65
H -2.75 -6.55 -2.91
C -0.59 7.24 0.14
S 0.86 6.72 1.07
O 1.57 5.69 0.25
C -0.04 5.85 2.35
H -0.25 7.77 -0.75
H -1.16 6.36 -0.16
H -1.20 7.89 0.75
H -0.65 5.07 1.91
H -0.67 6.56 2.90
H 0.68 5.41 3.04
N -1.98 0.51 0.82
H -1.89 0.61 1.84
H -2.67 -0.24 0.62
H -2.31 1.39 0.42
H -1.08 0.25 0.42
C -2.65 -2.75 3.01
Br -3.11 -0.98 3.62
Br -2.95 -2.83 1.10
Br -0.85 -3.26 3.49
H -3.33 -3.45 3.49
```

## Properties
HOMO energy	-0.1682	hartree
E	-354040.144	eV

***

E of number 2 (C20H30Br3Cl5F2I2LiMgNO10S)?
-354040.144 eV